Here is a 4-piece molecular cluster, C3H16NO4 overall at a distorted geometry from the Open Molecules 2025 dataset. Energies are from wB97M-V/def2-TZVPD.

Computed properties:
E_LUMO: -2.72 eV
Frontier orbital gap: 11.3 eV
HOMO energy: -14.03 eV
Energy relative to the best compared isomer or geometry (same formula, charge and spin): 0.574 eV

```
! wB97M-V def2-TZVPD RIJCOSX def2/J DEFGRID3
* xyz 1 1
O 1.24665 2.77080 1.11001
O -1.21814 -0.57958 2.48343
O -1.85402 1.08431 -2.24984
O 0.04838 -2.93949 0.55231
N 0.18271 -0.23636 -0.71834
C 1.00025 0.93532 -0.28098
C 0.44035 1.58767 0.97599
C 0.90753 -1.07697 -1.70454
H 1.27205 -1.97753 -1.20935
H 0.63052 0.90902 1.81279
H -2.04752 2.03030 -2.21776
H 0.21311 -1.52422 -2.41616
H 1.16634 3.07522 2.01880
H -0.72453 0.09873 -1.06647
H -2.70135 0.64885 -2.38909
H -2.16897 -0.53742 2.67111
H -0.01348 -0.80134 0.11797
H 0.85309 -3.48283 0.61281
H 1.67774 -0.54461 -2.23688
H -0.70973 -0.49896 3.29444
H -0.58783 -3.27323 1.20105
H 2.05215 0.70834 -0.18296
H 0.91553 1.68938 -1.06447
H -0.58084 1.93460 0.88612
*
```